{
  "formula": "C17H24BBr45NO3",
  "method": "the ωB97M-V functional and the def2-TZVPD basis",
  "elements": ["C", "O", "C", "N", "B", "O", "O", "H", "H", "H", "H", "H", "H", "H", "H", "H", "C", "Br", "Br", "Br", "H", "C", "Br", "Br", "Br", "H", "C", "Br", "Br", "Br", "H", "C", "Br", "Br", "Br", "H", "C", "Br", "Br", "Br", "H", "C", "Br", "Br", "Br", "H", "C", "Br", "Br", "Br", "H", "C", "Br", "Br", "Br", "H", "C", "Br", "Br", "Br", "H", "C", "Br", "Br", "Br", "H", "C", "Br", "Br", "Br", "H", "C", "Br", "Br", "Br", "H", "C", "Br", "Br", "Br", "H", "C", "Br", "Br", "Br", "H", "C", "Br", "Br", "Br", "H"],
  "coordinates": [[1.76, 4.05, -1.90], [0.92, 2.85, -1.77], [-0.38, 3.01, -2.44], [-1.45, 3.67, -1.59], [-1.82, 5.08, -2.01], [-1.44, 6.17, -1.05], [-2.50, 5.36, -3.30], [1.19, 5.06, -1.88], [2.49, 4.06, -0.95], [2.47, 4.05, -2.85], [-0.77, 1.90, -2.66], [-0.30, 3.52, -3.51], [-1.10, 3.70, -0.60], [-2.31, 3.08, -1.66], [-1.09, 6.94, -1.60], [-3.46, 5.56, -3.02], [-5.73, 4.13, -0.02], [-4.51, 2.64, -0.26], [-5.54, 5.45, -1.44], [-7.58, 3.54, 0.16], [-5.46, 4.62, 0.92], [-1.83, -1.33, -3.69], [-0.05, -1.26, -2.91], [-2.97, 0.09, -3.01], [-1.76, -1.34, -5.64], [-2.28, -2.28, -3.38], [5.79, 4.86, 0.43], [6.76, 6.54, 0.51], [4.11, 4.93, 1.40], [5.54, 4.26, -1.41], [6.42, 4.11, 0.92], [3.06, -1.64, 0.26], [1.68, -3.00, 0.48], [4.64, -2.36, -0.61], [2.38, -0.07, -0.66], [3.36, -1.33, 1.26], [-0.05, -4.44, 4.17], [1.61, -4.22, 5.15], [-0.85, -2.73, 3.70], [0.17, -5.60, 2.62], [-0.76, -4.95, 4.85], [-2.35, 3.49, 3.36], [-1.12, 1.99, 3.13], [-2.15, 4.81, 1.95], [-4.19, 2.90, 3.54], [-2.07, 3.98, 4.30], [-4.41, 7.97, 3.40], [-3.44, 9.66, 3.49], [-6.09, 8.05, 4.37], [-4.66, 7.38, 1.56], [-3.78, 7.22, 3.89], [0.25, -7.20, 8.08], [1.91, -6.98, 9.06], [-0.55, -5.49, 7.61], [0.47, -8.35, 6.53], [-0.46, -7.70, 8.75], [-9.16, 6.30, -3.73], [-10.31, 7.36, -4.88], [-9.07, 7.03, -1.93], [-9.69, 4.42, -3.72], [-8.15, 6.35, -4.15], [4.86, -2.64, -4.81], [5.82, -0.95, -4.72], [3.17, -2.57, -3.84], [4.61, -3.24, -6.65], [5.48, -3.39, -4.32], [4.78, -7.09, -8.19], [3.81, -7.24, -6.51], [3.97, -5.77, -9.37], [6.67, -6.73, -7.90], [4.71, -8.06, -8.69], [2.45, -8.30, -2.40], [2.77, -6.50, -3.06], [0.56, -8.62, -2.04], [3.20, -9.65, -3.58], [2.97, -8.39, -1.44], [-4.26, -0.81, 5.61], [-2.48, -0.74, 6.40], [-5.40, 0.62, 6.29], [-4.20, -0.82, 3.67], [-4.71, -1.75, 5.92], [10.00, 4.27, -2.24], [8.85, 5.34, -3.39], [10.10, 5.01, -0.44], [9.48, 2.40, -2.23], [11.01, 4.32, -2.66], [-1.58, -11.82, 7.00], [-2.07, -10.74, 8.54], [-1.96, -10.90, 5.32], [0.27, -12.42, 7.09], [-2.21, -12.71, 7.02]],
  "total_charge": 1,
  "orbital_gap_ev": 8.19,
  "homo_energy_ha": -0.416,
  "energy_ev": -3178228.793
}